No. 1
Density functional theory data (ωB97M-V/def2-TZVPD) for a structure of composition C31H53BrNO3P3Sn.

The value obtained for the LUMO energy (alpha / beta) is -8.8 / -8.8 eV. For the HOMO energy (alpha / beta), the calculation gives -13.094 / -13.094 eV. The total energy is -5305.13123 Eh.

ORCA input file:
```
! wB97M-V def2-TZVPD RIJCOSX def2/J DEFGRID3
* xyz 2 1
Sn 0.172 -0.712 -0.601
Br 0.987 -0.228 2.157
P 2.817 -1.384 0.156
P -3.038 1.053 3.652
P -1.925 -3.198 -2.242
O -1.895 1.921 4.512
O -3.914 0.502 4.922
O -2.214 -0.300 3.179
N -0.443 7.632 -6.464
C -2.413 -3.095 -0.459
C 0.284 -4.930 -2.531
C -1.349 1.543 -0.096
C -3.880 -3.541 -0.277
C -3.391 0.262 6.249
C -2.941 -1.541 3.023
C -1.929 -2.649 3.119
C -0.615 2.266 3.951
C -0.588 6.350 -6.778
C 5.442 -0.564 0.868
C -2.235 -1.509 -2.907
C -0.122 8.003 -5.228
C -0.415 5.347 -5.823
C 0.032 4.635 -3.513
C -0.105 -3.451 -2.344
C -2.227 -0.682 6.388
C 3.263 -2.962 1.011
C 0.923 2.140 0.546
C -2.439 -1.532 -4.432
C -0.207 1.378 0.719
C 3.889 -0.415 -2.334
C 0.136 3.070 4.985
C 0.108 3.848 -2.582
C -1.243 2.434 -1.182
C -0.036 3.106 -1.396
C 0.067 7.058 -4.212
C 3.164 -1.573 -1.647
C 3.980 -0.128 0.813
C 4.352 -3.827 0.363
C -0.094 5.683 -4.496
C 1.045 3.028 -0.505
H -4.037 -4.574 -0.628
H -0.357 4.034 5.142
H 3.711 -2.519 -1.762
H 5.822 -0.896 -0.108
H 3.615 0.093 1.830
H -3.158 -1.152 -2.418
H -4.584 -2.891 -0.825
H 1.156 3.240 4.639
H 2.320 -3.530 1.102
H 4.047 -4.221 -0.618
H 0.177 2.548 5.952
H 4.973 -0.440 -2.143
H -1.391 -0.854 -2.618
H 0.071 -5.513 -1.623
H -2.235 0.911 -0.041
H -2.432 -1.664 5.955
H -3.189 -2.279 -4.728
H -2.053 -0.847 7.457
H -2.463 -3.604 3.164
H 0.371 -3.076 -1.407
H 1.365 -4.992 -2.721
H -3.722 -1.656 3.792
H 3.844 0.792 0.220
H 3.516 0.579 -2.036
H -1.508 -1.740 -4.976
H 1.823 1.943 1.158
H 0.326 7.399 -3.224
H 6.039 0.304 1.178
H -0.246 -5.393 -3.378
H -0.013 9.077 -5.032
H 3.740 -0.514 -3.421
H -4.258 -0.157 6.766
H 4.529 -4.693 1.018
H -2.797 -0.551 -4.763
H 2.194 -1.720 -2.157
H -0.538 4.317 -6.107
H -0.739 2.817 3.007
H -0.850 6.096 -7.812
H -2.068 2.592 -1.908
H 0.250 -2.856 -3.206
H -0.051 1.350 3.708
H -3.435 -1.521 2.041
H -1.749 -3.776 0.101
H 3.557 -2.678 2.036
H 5.310 -3.297 0.245
H -1.267 -2.658 2.241
H -2.274 -2.057 -0.099
H -4.152 -3.501 0.788
H 5.607 -1.362 1.606
H 1.950 3.651 -0.653
H -1.294 -0.286 5.974
H -1.322 -2.538 4.027
H -3.133 1.222 6.700
*
```

No. 2
Density functional theory data (ωB97M-V/def2-TZVPD) for a structure of composition C31H54AsCdNO4STe.

The value obtained for the LUMO energy is 0.3 eV. For the HOMO energy, the calculation gives -7.340 eV. The total energy is -4639.12614 Eh.

ORCA input file:
```
! wB97M-V def2-TZVPD RIJCOSX def2/J DEFGRID3
* xyz 0 1
Te 0.049 1.258 -2.873
Cd 0.095 -0.059 -0.519
As -0.073 1.273 3.646
S 2.302 -0.601 1.319
O -1.153 1.718 0.357
O 1.009 -1.328 1.142
O 2.711 -0.417 2.684
O 2.197 0.622 0.502
N -0.680 3.933 0.253
C -1.764 2.074 4.313
C 0.633 0.423 5.274
C 4.007 -2.076 -6.723
C -2.760 -1.284 2.574
C 3.556 -0.763 -4.627
C -0.980 -3.510 2.048
C 0.018 -3.940 -0.631
C 1.769 -1.060 -6.160
C -1.288 -2.627 -2.894
C 2.737 -0.032 -3.769
C -3.033 -0.987 0.079
C 3.094 -1.292 -5.821
C 0.321 4.978 0.372
C 2.394 2.849 3.257
C -0.505 -0.123 -5.802
C -2.649 -1.278 -1.237
C -1.527 -2.695 0.906
C -3.292 -0.530 -2.380
C -1.933 4.233 -0.421
C -4.105 0.044 0.339
C -2.545 1.206 5.292
C 0.911 -0.339 -5.335
C 3.372 0.509 -2.513
C 3.520 -1.623 0.536
C -2.446 -1.672 1.151
C 0.271 -1.052 5.365
C -0.380 2.672 0.546
C -1.678 -2.267 -1.481
C 1.393 0.167 -4.117
C -1.097 -2.949 -0.402
C 0.973 2.946 3.792
H -1.223 -0.558 -5.105
H -0.809 -1.201 5.444
H 0.728 -1.523 6.238
H -1.876 -1.388 3.202
H 0.730 -3.907 0.193
H -2.000 1.060 6.226
H -2.169 5.285 -0.274
H -3.077 -0.246 2.643
H -4.245 -0.988 -2.668
H -0.653 -0.580 -6.780
H -1.691 -3.567 2.871
H -0.100 5.841 0.888
H 2.669 1.033 -1.874
H 3.821 -0.298 -1.929
H -1.528 3.041 4.766
H 0.400 3.713 3.260
H -0.052 -3.077 2.433
H 3.470 -2.463 -7.589
H 0.675 5.286 -0.614
H 0.616 -1.586 4.477
H 1.167 4.603 0.946
H -0.450 -2.020 -3.255
H -3.550 -1.905 3.010
H 1.386 -1.448 -7.098
H 4.468 -1.087 0.547
H -0.768 -4.532 1.735
H -0.747 0.938 -5.878
H -2.115 -2.474 -3.584
H 3.605 -2.548 1.103
H -4.647 -0.165 1.259
H -2.370 2.274 3.426
H 4.177 1.202 -2.771
H -4.838 0.064 -0.465
H -1.855 4.028 -1.492
H 2.973 2.098 3.796
H 0.966 3.237 4.846
H -0.351 -4.967 -0.709
H 1.716 0.539 5.197
H -2.650 -0.497 -3.255
H 0.616 2.523 0.979
H -0.998 -3.673 -2.972
H -3.490 0.506 -2.112
H -2.754 0.217 4.878
H 3.212 -1.829 -0.487
H 4.829 -1.456 -7.087
H 4.593 -0.919 -4.343
H -3.673 1.046 0.423
H 2.915 3.804 3.350
H 4.448 -2.924 -6.196
H -3.505 1.662 5.543
H 0.304 0.982 6.154
H -2.728 3.619 -0.005
H 0.568 -3.722 -1.545
H 2.418 2.545 2.208
*
```

No. 3
Density functional theory data (ωB97M-V/def2-TZVPD) for a structure of composition C31H54AsGeMoNOS3Si3.

The value obtained for the LUMO energy (alpha / beta) is 4.2 / 4.2 eV. For the HOMO energy (alpha / beta), the calculation gives -1.085 / -0.558 eV. The total energy is -7787.70176 Eh.

ORCA input file:
```
! wB97M-V def2-TZVPD RIJCOSX def2/J DEFGRID3
* xyz -2 3
Mo -0.088 -0.059 -0.183
As 0.046 0.259 -2.631
Ge 3.804 0.110 -0.518
S 0.304 2.487 0.028
S 1.711 4.078 2.143
S 2.350 1.269 1.759
Si -2.077 0.440 2.110
Si -3.366 -1.504 0.156
Si -3.623 1.498 -0.310
O -0.554 -0.311 2.165
N 0.927 -7.636 -0.330
C -2.558 0.155 0.377
C 1.432 2.665 1.285
C -1.883 2.193 2.748
C 1.617 -0.389 -3.612
C 0.765 -6.493 -0.316
C -3.100 -0.376 3.486
C 0.709 -2.949 0.815
C 3.969 1.760 -1.577
C -0.630 2.679 -6.968
C -1.194 -0.445 -3.990
C 2.101 0.012 0.441
C -0.162 -3.049 -1.371
C 0.917 -4.315 0.817
C 0.022 -4.417 -1.406
C -2.676 -2.881 1.262
C 0.153 -2.219 -0.265
C -3.348 -2.133 -1.629
C -0.816 2.491 -5.607
C 1.742 2.684 -6.638
C -5.179 1.823 0.747
C 4.268 -1.504 -1.567
C 1.551 2.497 -5.278
C 0.069 2.158 -3.280
C -5.232 -1.585 0.566
C 0.269 2.390 -4.734
C 5.329 0.195 0.745
C 0.651 2.774 -7.493
C 0.100 -0.631 3.370
C -2.962 3.250 -0.513
C -4.303 1.092 -2.033
C 0.567 -5.076 -0.301
H -5.442 -1.296 1.597
H 0.847 2.633 -2.680
H -4.902 2.326 1.675
H -5.838 -0.960 -0.092
H 0.040 0.198 4.082
H -0.350 -1.525 3.817
H 3.295 1.804 -2.431
H 6.265 0.089 0.190
H 3.952 -2.390 -1.015
H -1.173 -1.534 -3.965
H -0.251 -4.989 -2.286
H -3.161 -3.208 -1.659
H 0.799 2.918 -8.556
H 2.748 2.762 -7.031
H -2.855 0.069 4.455
H -1.820 2.419 -5.203
H -5.561 -2.621 0.438
H 3.732 2.601 -0.923
H -4.980 0.238 -2.033
H -3.387 -3.116 2.058
H 2.408 2.432 -4.617
H -2.519 -3.790 0.677
H 3.818 -1.547 -2.554
H -1.492 2.753 -7.621
H 5.273 -0.610 1.480
H -1.294 2.825 2.088
H -5.723 0.916 1.010
H 4.996 1.871 -1.933
H -4.164 -0.207 3.308
H -4.301 -1.938 -2.125
H 2.219 -0.924 1.004
H -2.605 3.679 0.421
H 5.353 -1.539 -1.677
H -2.564 -1.646 -2.199
H -2.859 2.654 2.909
H -1.377 2.166 3.718
H 1.521 -0.213 -4.684
H 0.984 -2.419 1.720
H 1.154 -0.816 3.170
H -3.492 0.874 -2.726
H -4.851 1.957 -2.418
H -0.887 2.563 -2.943
H -2.215 -0.112 -3.831
H 5.333 1.145 1.277
H -2.941 -1.451 3.555
H -0.587 -2.594 -2.259
H 2.511 0.103 -3.239
H -3.799 3.859 -0.873
H -0.851 -0.108 -4.969
H -1.723 -2.622 1.712
H -2.145 3.337 -1.226
H 1.340 -4.808 1.685
H 1.698 -1.460 -3.416
H -5.864 2.488 0.211
*
```

Short version: ΔE to the lowest compared entry with this formula, charge and spin = 15.5; 16.9; 15.9 kcal/mol, in the order given.